21
Properties=species:S:1:pos:R:3:forces:R:3:lowdin_charge:R:1 method="wB97M-V/def2-TZVPD" charge=0 fmax_ev_per_a=6.794 orbital_gap_ev=9.03 homo_energy_ev=-9.099 de_lowest_kcal_mol=157.85
C -1.632 -1.914 0.565 -0.956 -0.524 1.011 -0.1414
C -1.833 -0.855 1.393 1.217 1.912 -0.685 -0.0492
C -0.981 -1.751 -0.577 3.631 -0.871 -5.676 -0.1085
C -1.293 0.414 0.997 -1.391 -1.465 0.192 -0.0094
C -0.417 -0.530 -0.990 -1.594 -0.365 1.054 -0.0673
C -0.635 0.607 -0.222 0.340 -1.167 0.612 -0.1820
C 0.181 1.809 -0.502 1.213 1.520 0.669 -0.4831
N 1.325 1.698 -1.043 0.898 -0.878 -0.790 0.1146
N -0.247 2.996 0.023 2.453 2.447 -0.317 0.1112
N 2.161 -1.312 0.096 1.357 -0.534 -0.932 -0.0380
N 3.087 -1.641 -0.523 -1.776 0.761 1.907 -0.0495
O 1.613 -1.042 1.138 0.108 0.086 0.264 0.0492
O 3.657 -2.025 -1.497 0.489 -0.265 -1.044 0.0555
H -2.016 -2.853 0.839 -0.332 -1.164 0.312 0.0980
H -2.282 -1.142 2.318 -0.367 0.911 0.693 0.0999
H -0.644 -2.606 -1.343 -1.328 1.465 2.099 0.1540
H -1.503 1.229 1.635 0.133 0.868 0.732 0.0848
H 0.145 -0.451 -1.880 0.541 -0.017 -0.803 0.0944
H -1.079 3.006 0.522 -1.442 0.332 0.962 0.0454
H 0.453 3.833 0.161 -2.135 -2.650 -0.448 0.1639
H 1.938 2.531 -1.109 -1.061 -0.402 0.187 0.0574